(1)
The following is a DFT calculation (the ωB97M-V functional and the def2-TZVPD basis) of C27H65F6HgNO19S10 as an isolated structure.

```
129
Properties=species:S:1:pos:R:3:forces:R:3:lowdin_charge:R:1
Hg 3.465542 -5.383954 0.678589 -0.3 0.1 -0.1 0.69
O -0.519958 -9.801054 0.678129 -0.9 -1.7 0.2 0.21
C 0.506542 -9.030634 0.748949 -0.6 2.0 0.3 -0.87
O 0.721692 -8.434544 1.823569 1.0 0.1 1.1 0.13
O 1.038422 -8.639214 -0.253991 2.8 0.9 -2.9 0.21
H -0.713398 -9.556974 1.586199 -2.1 -1.1 1.3 0.12
C -0.060588 -1.167184 -1.766311 0.3 2.3 1.6 -0.80
F 0.333672 -0.657314 -2.905051 0.1 0.6 -0.7 0.19
F -1.174868 -0.622664 -1.336931 -0.4 0.9 -0.3 0.17
F -0.236838 -2.399314 -1.852391 -0.5 -4.4 -0.9 0.23
S 1.294362 -0.883924 -0.530091 1.9 0.9 0.7 0.70
O 2.543702 -1.215944 -1.137231 -0.4 -1.2 -0.1 -0.27
O 1.216442 0.490156 -0.111961 -0.8 -0.9 0.2 -0.27
N 0.940682 -2.155634 0.754889 1.4 0.0 -4.3 -0.20
S 0.201582 -1.324054 1.777889 -4.3 0.9 5.1 0.51
O 1.115982 -0.582284 2.581079 0.6 0.9 0.5 -0.25
O -1.021308 -0.702394 1.269039 1.3 -0.5 0.4 -0.26
C -0.612978 -2.560554 3.173939 -1.0 2.2 -1.8 -0.62
F 0.248702 -3.437984 3.592139 0.3 -0.7 0.5 0.17
F -1.208568 -1.911224 4.209579 1.5 0.0 -0.5 0.12
F -1.648528 -3.087804 2.537419 0.0 -1.3 -0.4 0.12
C -2.428058 8.361816 -6.838291 -0.6 -1.0 0.6 -0.27
S -1.008358 7.214046 -7.105071 -0.1 -0.8 -3.5 0.85
O -1.137048 6.630496 -8.578281 0.0 1.2 3.6 -0.61
C -1.279968 5.865796 -5.904181 -0.2 1.4 0.1 -0.26
H -2.328728 8.841296 -5.864471 0.6 0.5 -0.2 0.04
H -3.397458 7.880426 -6.709321 0.0 -0.6 -0.4 0.05
H -2.535068 9.037546 -7.686861 0.6 0.0 0.2 0.05
H -0.302938 5.409056 -5.746401 -0.3 -0.4 -0.4 0.05
H -2.129128 5.237326 -6.172611 0.4 -0.1 0.0 0.06
H -1.471758 6.415356 -4.982601 -0.3 -0.1 0.2 0.04
C 4.379412 -4.648154 -6.465111 0.2 -0.5 -0.6 -0.27
S 4.782072 -5.947034 -5.223911 -2.1 1.5 0.5 0.84
O 4.122472 -5.400654 -3.954541 0.9 -1.1 -1.4 -0.60
C 3.611992 -7.136284 -6.013121 -0.1 -0.3 -0.1 -0.27
H 4.919582 -3.710224 -6.336241 0.0 -0.3 0.4 0.05
H 3.301362 -4.489284 -6.490811 0.0 0.1 0.5 0.05
H 4.614102 -5.048334 -7.451451 0.3 0.0 -0.1 0.04
H 2.620932 -6.717804 -6.188541 0.1 0.4 0.5 0.05
H 3.511792 -8.037534 -5.408311 0.1 0.2 0.2 0.05
H 3.933282 -7.457794 -7.003831 0.6 0.1 0.0 0.05
C 0.797572 5.892786 5.502259 0.3 -0.9 -0.2 -0.27
S -0.694688 5.690466 6.587389 1.1 1.2 1.8 0.84
O -0.319328 4.954616 7.859499 -0.2 0.4 -1.7 -0.58
C -0.717508 7.494456 7.115029 0.3 -0.6 0.2 -0.26
H 0.831832 6.756076 4.837689 -0.5 0.3 0.4 0.05
H 0.857782 5.046286 4.818209 -0.4 -0.3 0.1 0.04
H 1.728132 5.824616 6.065719 -0.2 0.3 0.5 0.05
H -1.327468 7.653706 8.004239 -1.1 -0.4 -0.6 0.04
H -0.960468 8.064666 6.218409 -0.2 0.3 0.4 0.04
H 0.201642 7.832666 7.593439 0.8 -0.4 -0.8 0.05
C 8.672142 -0.355934 1.376389 -0.7 0.8 0.0 -0.26
S 8.736862 -2.234834 1.235019 -0.5 1.6 -1.0 0.83
O 7.393322 -2.595754 0.680359 0.5 -0.1 0.6 -0.58
C 9.766342 -2.229974 -0.265781 0.3 0.3 -0.3 -0.28
H 8.080282 0.058306 0.560169 0.1 -0.7 -0.7 0.05
H 9.551602 0.285936 1.427819 0.7 -0.8 -0.1 0.05
H 8.078172 0.054196 2.193149 -0.1 -1.0 0.7 0.04
H 10.808442 -1.939324 -0.132991 0.0 -0.1 0.5 0.05
H 9.350962 -1.507574 -0.968421 -0.3 -0.1 0.1 0.05
H 9.725302 -3.214674 -0.731371 -0.1 -0.1 0.3 0.05
C 2.525192 1.948246 -13.550011 0.0 0.4 0.1 -0.27
S 2.440122 0.596046 -12.345721 0.8 1.1 0.5 0.82
O 3.827852 0.413606 -11.802051 -0.6 0.0 -0.3 -0.57
C 1.539452 1.487646 -11.037121 -0.1 -0.4 -0.5 -0.27
H 1.609952 1.949036 -14.141991 0.2 -0.3 -0.3 0.05
H 3.450272 1.798756 -14.106761 -0.3 -0.3 -0.3 0.05
H 2.597102 2.949746 -13.125821 0.1 -0.2 0.5 0.05
H 0.518792 1.674196 -11.371141 -0.2 -0.4 0.1 0.05
H 1.937222 2.456606 -10.735481 0.6 -0.3 -0.1 0.06
H 1.621112 0.730616 -10.257161 -0.4 0.4 0.4 0.04
C 5.379662 -7.286124 7.211969 0.4 1.1 -1.1 -0.24
S 6.020382 -5.906754 6.150959 0.5 0.2 -0.2 0.79
O 4.907782 -5.548934 5.252729 -0.7 -0.1 -0.9 -0.59
C 6.077672 -4.445254 7.250419 -0.1 -0.6 0.8 -0.25
H 4.344932 -7.007964 7.412149 0.3 0.2 1.1 0.05
H 6.191142 -7.425944 7.926139 -0.8 -0.1 0.7 0.05
H 5.267802 -8.180494 6.599039 0.5 0.2 -0.4 0.05
H 5.071522 -4.316514 7.649389 0.1 -0.2 0.3 0.05
H 6.315722 -3.495634 6.771209 0.1 -0.5 -0.8 0.05
H 6.843732 -4.582834 8.013529 -0.2 -0.2 0.3 0.04
C -6.700378 -6.580724 6.233619 0.2 -1.3 0.2 -0.24
S -5.294588 -7.247564 7.320669 -1.8 -0.2 1.6 0.85
O -6.010668 -7.949644 8.556809 1.7 1.2 -3.5 -0.60
C -4.461538 -8.524524 6.218479 -1.4 -0.4 1.0 -0.25
H -6.403138 -6.325124 5.216559 0.4 0.1 0.2 0.04
H -7.236758 -5.754904 6.700969 0.6 0.0 0.3 0.04
H -7.415628 -7.399454 6.154829 0.0 -0.1 0.1 0.04
H -3.793428 -8.966364 6.957739 0.4 0.1 -0.3 0.03
H -3.989268 -8.192434 5.293939 0.1 0.5 0.4 0.05
H -5.176418 -9.309694 5.972409 -0.2 0.1 0.0 0.04
C 6.074192 3.227816 -5.429111 -0.6 -0.6 -0.4 -0.24
S 6.348232 4.028826 -7.126781 1.2 1.1 2.3 0.83
O 7.172812 5.242576 -6.809581 -0.8 0.2 -0.3 -0.58
C 7.558282 2.936236 -7.804541 -0.7 -0.8 0.2 -0.29
H 6.761972 3.383516 -4.597961 0.7 0.6 -0.7 0.05
H 5.989022 2.143826 -5.505351 -0.2 -0.1 -0.4 0.03
H 5.119712 3.587526 -5.044841 -0.1 0.1 -0.4 0.03
H 7.752892 3.252636 -8.829291 0.0 -0.1 0.1 0.06
H 6.994262 2.004946 -7.752741 0.6 -0.6 -0.5 0.04
H 8.451972 2.922086 -7.180671 -0.1 0.0 -0.1 0.06
O -10.257238 -1.882634 3.596359 1.7 2.3 0.9 0.06
C -10.409118 -1.402234 4.726069 -0.3 -1.8 -3.2 -0.52
O -9.845178 -0.342834 5.312599 -2.4 -1.8 1.0 0.00
C -8.772018 0.340116 4.804239 1.6 0.0 -1.4 -0.24
C -7.429998 -0.209064 5.409689 -1.0 1.5 -1.3 -0.03
C -11.417928 -2.167154 5.459599 -0.4 -0.4 2.1 0.00
H -8.977838 1.379786 5.058849 0.5 0.0 0.2 0.12
H -8.790568 0.317326 3.714639 0.1 -0.3 -0.1 0.12
H -7.307738 0.522896 6.208069 1.0 -0.9 0.5 0.07
H -6.679008 -0.108264 4.626139 0.3 0.4 0.3 0.07
H -7.398058 -1.273904 5.640329 -0.6 0.3 0.5 0.08
H -11.513628 -3.166284 5.034519 0.1 0.4 -0.2 0.09
H -12.393638 -1.682424 5.426239 0.1 0.1 0.3 0.10
H -11.056608 -2.313464 6.477509 -0.5 0.2 0.4 0.09
O -6.787438 5.791396 1.575409 1.4 1.8 -0.5 0.09
C -5.666268 6.273926 1.455729 -1.7 -0.9 1.8 -0.49
O -5.298108 7.586586 1.660449 0.4 -1.3 -1.1 -0.03
C -6.239098 8.611876 1.934479 -1.9 -1.3 0.2 -0.27
C -5.671768 9.958586 1.711979 0.8 -0.3 0.5 -0.07
C -4.466518 5.395836 1.327069 1.3 0.7 -1.5 0.01
H -6.532398 8.455816 2.972609 0.0 0.3 0.2 0.13
H -7.164948 8.476886 1.375309 0.1 -0.3 -0.3 0.12
H -6.439388 10.670966 2.014259 0.3 0.2 -0.1 0.09
H -5.323768 10.117026 0.691249 -0.2 0.1 0.0 0.08
H -4.817518 9.949446 2.388949 0.2 0.9 -0.1 0.08
H -4.573998 4.554916 0.641939 -0.7 -0.1 0.5 0.09
H -4.033908 5.083366 2.277509 -0.3 0.1 0.0 0.10
H -3.735038 6.007656 0.799129 0.5 0.0 0.3 0.08
```
Positions in Å, forces in eV/Å.

The gap between HOMO and LUMO comes out at 2.03 eV. As for the LUMO energy: -0.24910 Ha. As for the highest occupied orbital energy: -8.809 eV. Its total energy is -198255.510 eV.



(2)
The following is a DFT calculation (the ωB97M-V functional and the def2-TZVPD basis) of C4H11NO2 in the gas phase.

```
18
Properties=species:S:1:pos:R:3:forces:R:3:nbo_charge:R:1
C 1.447723 1.290584 0.299675 1.1 0.9 -2.3 -0.61
C 0.143126 0.652812 0.052732 0.2 -2.1 3.1 -0.07
C -0.055454 0.001383 1.574952 0.3 -2.6 -2.8 -0.05
O -1.342517 -0.423895 1.887030 -1.6 2.6 -3.5 -0.75
N 0.323803 -0.403617 -0.961341 -0.7 2.0 2.0 -0.64
C -0.871486 -1.186162 -1.161698 3.0 -1.9 -5.2 0.09
O -1.484662 -0.738521 -2.402759 -2.7 -1.7 1.8 -0.75
H 2.097872 0.772024 0.925763 0.8 -1.3 1.3 0.21
H 2.065450 1.424312 -0.594841 -0.3 0.0 -0.3 0.20
H 1.346023 2.247654 0.687650 -0.3 1.9 0.9 0.21
H -0.657121 1.379623 -0.027647 -0.4 0.0 -0.7 0.18
H 0.161594 0.729343 2.283610 1.2 1.4 1.1 0.16
H 0.626720 -0.917685 1.574643 -0.4 1.5 0.2 0.16
H -1.468431 -1.042296 2.529954 0.3 -2.5 2.7 0.48
H 0.692696 0.048564 -1.829026 -0.7 -0.9 0.9 0.37
H -0.405531 -2.217326 -1.370950 -1.1 0.9 0.1 0.14
H -1.656682 -1.381764 -0.490830 -0.5 1.0 1.6 0.21
H -0.963125 -0.235032 -2.976915 1.6 0.9 -0.8 0.46
```
Positions in Å, forces in eV/Å.

The gap between HOMO and LUMO comes out at 9.99 eV. As for the LUMO energy: 0.03347 Ha. As for the highest occupied orbital energy: -9.084 eV. Its SMILES is C[C@H](CO)NCO. The relative energy (zero: lowest compared OMol25 entry of this formula, charge and spin) comes out at 305.71 kJ/mol. Its total energy is -9909.073 eV.



(3)
The following is a DFT calculation (the ωB97M-V functional and the def2-TZVPD basis) of a 4-piece molecular cluster, C9H26BrNO12P2S3 overall.

```
54
Properties=species:S:1:pos:R:3:forces:R:3:nbo_charge:R:1
O -2.089795 -1.864908 0.411755 -0.4 -0.6 -0.5 -0.21
N -2.217739 -2.795086 -0.270261 0.6 0.7 0.8 0.40
O -1.832802 -2.532412 -1.670307 -0.7 -0.1 -0.1 -0.71
P -2.525098 -1.237243 -2.498300 0.9 -0.1 -0.3 0.50
P -4.709339 -1.357643 -2.014090 -0.7 0.6 -0.2 0.76
O -4.825744 -2.757289 -1.178854 0.4 -0.4 -0.1 -1.00
Br -4.943194 0.149595 -0.375445 0.1 -0.1 0.0 -0.23
H -2.146087 -0.153008 -1.680316 -0.2 0.1 0.2 -0.01
H -4.133131 -3.397596 -1.409906 -0.1 0.0 0.2 0.51
O 0.264391 0.978221 -0.172141 -0.1 0.2 0.1 -0.95
S 1.441732 0.164978 -0.168533 0.0 -0.2 -0.2 2.39
O 2.557007 0.541459 0.639436 0.1 0.1 0.2 -0.94
O 1.909499 -0.055335 -1.662976 0.1 0.0 -0.1 -0.73
C 2.118728 1.124125 -2.485749 0.0 0.3 -0.3 -0.08
C 3.389135 1.869148 -2.142674 -0.1 -0.1 0.2 -0.64
C 1.010430 -1.502995 0.166882 0.1 -0.1 0.0 -0.89
H 1.239768 1.765801 -2.412283 0.0 -0.1 0.1 0.20
H 2.159942 0.736402 -3.501196 0.0 -0.1 0.0 0.19
H 3.339226 2.304440 -1.146867 0.0 0.0 0.0 0.23
H 3.553455 2.675109 -2.856275 0.0 0.0 -0.1 0.23
H 4.249071 1.202620 -2.165569 0.0 0.0 -0.1 0.22
H 0.183896 -1.768722 -0.480296 0.0 0.0 -0.1 0.24
H 0.728122 -1.554325 1.216220 0.0 0.0 0.0 0.25
H 1.875139 -2.132624 -0.024159 0.0 0.0 0.0 0.25
O -7.262296 -0.624687 2.391145 0.0 0.2 0.0 -0.94
S -7.425538 -2.041062 2.289471 0.2 -0.2 0.2 2.39
O -8.339167 -2.579275 1.332846 -0.1 0.0 -0.2 -0.94
O -7.769868 -2.617445 3.728649 -0.1 -0.1 0.1 -0.73
C -8.896064 -2.035736 4.427480 -0.2 0.2 0.2 -0.08
C -10.233757 -2.481197 3.875102 0.1 -0.1 -0.2 -0.64
C -5.866007 -2.824347 2.118440 0.1 0.0 0.0 -0.90
H -8.798036 -0.949503 4.417870 0.1 0.0 -0.1 0.20
H -8.776491 -2.368837 5.455996 0.1 -0.1 0.0 0.19
H -10.391568 -2.111168 2.863904 0.0 0.0 0.0 0.23
H -11.034116 -2.100067 4.509683 0.0 0.0 0.1 0.22
H -10.292077 -3.568963 3.843941 0.0 0.0 0.1 0.22
H -5.189105 -2.421261 2.866487 0.0 0.0 0.0 0.25
H -5.511025 -2.601003 1.115129 0.0 0.0 0.0 0.27
H -6.003217 -3.895200 2.241972 0.0 0.0 0.0 0.25
O 6.083481 3.113584 -1.702862 -0.1 0.0 -0.2 -0.95
S 7.244260 3.713525 -1.120704 0.0 -0.1 0.3 2.39
O 7.907627 4.773783 -1.809004 0.0 0.2 -0.1 -0.94
O 8.283376 2.569795 -0.773542 0.1 0.0 0.0 -0.72
C 8.664015 1.665075 -1.838649 0.1 -0.3 -0.2 -0.08
C 9.612421 2.290784 -2.839170 -0.1 0.2 0.0 -0.64
C 6.900144 4.210714 0.527410 0.0 0.0 0.1 -0.89
H 7.762660 1.284552 -2.320623 -0.1 0.1 0.0 0.20
H 9.140777 0.832568 -1.326526 0.0 0.0 0.1 0.20
H 9.133048 3.092814 -3.397304 0.0 0.0 0.0 0.23
H 9.946502 1.531575 -3.546528 0.0 0.0 0.0 0.22
H 10.480664 2.711270 -2.332521 0.0 0.0 0.0 0.22
H 6.411643 3.391572 1.047400 0.0 0.0 0.0 0.26
H 6.239294 5.072047 0.459486 0.0 0.0 0.0 0.26
H 7.834132 4.486825 1.008531 0.0 0.0 0.0 0.25
```
Positions in Å, forces in eV/Å.

The gap between HOMO and LUMO comes out at 8.10 eV. As for the LUMO energy: -0.03777 Ha. As for the highest occupied orbital energy: -9.129 eV. Its SMILES is O=NO[PH]#P(O)Br.CCOS(C)(=O)=O.CCOS(C)(=O)=O.CCOS(C)(=O)=O. The relative energy (zero: lowest compared OMol25 entry of this formula, charge and spin) comes out at 12.29 kJ/mol. Its total energy is -156937.168 eV.



Copy entry 2 word for word.
The following is a DFT calculation (the ωB97M-V functional and the def2-TZVPD basis) of C4H11NO2 in the gas phase.

```
18
Properties=species:S:1:pos:R:3:forces:R:3:nbo_charge:R:1
C 1.447723 1.290584 0.299675 1.1 0.9 -2.3 -0.61
C 0.143126 0.652812 0.052732 0.2 -2.1 3.1 -0.07
C -0.055454 0.001383 1.574952 0.3 -2.6 -2.8 -0.05
O -1.342517 -0.423895 1.887030 -1.6 2.6 -3.5 -0.75
N 0.323803 -0.403617 -0.961341 -0.7 2.0 2.0 -0.64
C -0.871486 -1.186162 -1.161698 3.0 -1.9 -5.2 0.09
O -1.484662 -0.738521 -2.402759 -2.7 -1.7 1.8 -0.75
H 2.097872 0.772024 0.925763 0.8 -1.3 1.3 0.21
H 2.065450 1.424312 -0.594841 -0.3 0.0 -0.3 0.20
H 1.346023 2.247654 0.687650 -0.3 1.9 0.9 0.21
H -0.657121 1.379623 -0.027647 -0.4 0.0 -0.7 0.18
H 0.161594 0.729343 2.283610 1.2 1.4 1.1 0.16
H 0.626720 -0.917685 1.574643 -0.4 1.5 0.2 0.16
H -1.468431 -1.042296 2.529954 0.3 -2.5 2.7 0.48
H 0.692696 0.048564 -1.829026 -0.7 -0.9 0.9 0.37
H -0.405531 -2.217326 -1.370950 -1.1 0.9 0.1 0.14
H -1.656682 -1.381764 -0.490830 -0.5 1.0 1.6 0.21
H -0.963125 -0.235032 -2.976915 1.6 0.9 -0.8 0.46
```
Positions in Å, forces in eV/Å.

The gap between HOMO and LUMO comes out at 9.99 eV. As for the LUMO energy: 0.03347 Ha. As for the highest occupied orbital energy: -9.084 eV. Its SMILES is C[C@H](CO)NCO. The relative energy (zero: lowest compared OMol25 entry of this formula, charge and spin) comes out at 305.71 kJ/mol. Its total energy is -9909.073 eV.



Which value of highest occupied orbital energy does entry 1 give?
-8.809 eV